1.
{"formula": "C20H56N4O8", "method": "the ωB97M-V functional and the def2-TZVPD basis", "elements": ["N", "C", "N", "O", "H", "H", "H", "H", "N", "C", "N", "O", "H", "H", "H", "H", "C", "C", "C", "O", "H", "H", "H", "H", "H", "H", "H", "H", "C", "C", "C", "O", "H", "H", "H", "H", "H", "H", "H", "H", "C", "C", "C", "O", "H", "H", "H", "H", "H", "H", "H", "H", "C", "C", "C", "O", "H", "H", "H", "H", "H", "H", "H", "H", "C", "C", "C", "O", "H", "H", "H", "H", "H", "H", "H", "H", "C", "C", "C", "O", "H", "H", "H", "H", "H", "H", "H", "H"], "positions_angstrom": [[0.04764, 0.04881, 0.15697], [0.08164, -0.83019, 1.17097], [-1.06936, -1.02219, 1.76197], [1.22964, -1.56719, 1.49597], [0.86164, 0.10281, -0.46603], [-0.77336, 0.61181, -0.20103], [-1.08036, -1.53219, 2.65597], [-1.82136, -0.50119, 1.47797], [-2.55136, 2.06681, 2.46897], [-1.43136, 2.72881, 2.67897], [-0.42236, 2.08581, 2.20297], [-1.23136, 4.00381, 3.14397], [-3.41136, 2.53581, 2.54797], [-2.65436, 1.31781, 1.81397], [0.46664, 2.71581, 2.15197], [-0.31936, 1.07781, 1.93597], [2.74264, 1.86181, 2.05997], [2.67664, 3.38281, 2.36397], [3.49764, 4.16181, 1.42697], [1.56464, 3.91781, 2.13497], [2.12864, 1.34781, 2.82897], [3.73964, 1.43481, 2.17397], [2.27464, 1.75581, 1.05997], [3.06764, 3.50281, 3.36297], [4.54664, 3.77781, 1.38097], [3.64564, 5.27481, 1.73197], [3.18964, 4.23581, 0.40997], [1.30064, 4.47381, 2.83397], [-3.58936, -3.05419, 1.94397], [-4.57836, -4.11619, 1.59797], [-5.91036, -3.95619, 2.28797], [-4.77736, -4.17319, 0.33997], [-2.73936, -3.08519, 1.28397], [-3.06936, -3.27719, 2.86497], [-3.79736, -1.98319, 1.85197], [-4.23236, -5.13219, 1.95697], [-6.35236, -3.06719, 1.98797], [-5.63736, -3.85519, 3.32997], [-6.63036, -4.73119, 2.22497], [-5.46936, -4.90319, 0.24397], [4.21764, -1.10719, -0.31203], [4.73764, 0.27581, -0.82303], [6.29264, 0.54381, -0.52103], [4.48964, 0.43781, -2.01603], [3.24964, -1.24319, -0.67703], [4.17164, -1.10819, 0.76597], [4.82964, -1.95719, -0.70003], [4.09264, 1.03781, -0.29603], [6.79964, 1.36981, -1.14703], [6.96964, -0.30019, -0.73903], [6.52764, 0.84981, 0.46997], [3.49964, 0.38981, -2.08503], [-2.10236, -3.39519, -2.47603], [-1.26436, -2.97319, -1.28003], [-0.87836, -4.19319, -0.39503], [-0.16436, -2.36119, -1.43903], [-2.73736, -4.20319, -2.15503], [-1.56936, -3.83419, -3.28403], [-2.49436, -2.54119, -2.96503], [-1.95536, -2.31719, -0.68603], [-0.18236, -3.85519, 0.35497], [-0.23236, -4.84419, -1.05603], [-1.72336, -4.68219, 0.09697], [-0.07836, -1.70219, -0.74203], [1.81664, 2.43381, -1.66503], [1.39964, 1.32581, -2.62003], [2.21164, 1.53981, -3.94703], [1.70264, 0.18781, -2.18203], [1.67064, 3.38181, -2.20403], [2.85964, 2.41081, -1.35203], [1.26164, 2.51881, -0.72803], [0.36664, 1.34681, -2.82503], [2.04764, 2.53381, -4.28403], [1.83864, 0.84481, -4.65103], [3.31964, 1.43281, -3.79003], [1.25164, -0.35119, -2.82703], [-2.03136, 2.35681, -0.88003], [-2.84336, 1.12981, -0.92603], [-2.45936, 0.44281, -2.26003], [-2.71936, 0.26081, -0.01903], [-2.09036, 2.92381, 0.05597], [-2.33636, 3.12081, -1.71103], [-0.89936, 2.16881, -0.96403], [-3.99436, 1.33381, -0.87103], [-1.40336, 0.22081, -2.20603], [-2.43036, 1.20381, -2.99903], [-3.04636, -0.37419, -2.68703], [-3.50036, -0.31619, -0.03103]], "forces_ev_per_a": [[0.438, 1.247, -2.018], [6.630, -4.011, 0.739], [0.641, -2.237, 3.210], [-5.938, 4.094, -1.683], [-0.197, -0.157, 0.634], [1.583, -1.610, 1.366], [0.040, 0.436, -0.964], [-2.042, 1.121, -0.562], [-3.228, -0.415, 0.781], [1.364, 6.221, 1.314], [5.672, -0.950, -1.094], [-1.859, -5.602, -1.697], [-0.917, 0.867, 0.650], [0.737, -0.117, -0.213], [-1.899, -1.466, 0.160], [-0.681, 2.149, 0.779], [-1.284, 0.513, 0.645], [7.712, -3.342, -0.061], [5.465, 2.067, 0.079], [-8.849, 1.829, -0.982], [0.132, 0.069, -0.617], [-0.024, 0.257, -0.507], [0.571, -0.550, 0.504], [0.034, 0.215, 0.697], [-0.405, 0.236, -0.054], [-0.533, -1.779, -0.120], [-0.878, -0.471, -0.695], [-1.277, 1.077, 1.170], [1.803, 0.370, -0.005], [-0.106, -1.295, 5.993], [1.523, 0.241, 2.164], [-2.244, -1.968, -7.625], [0.280, -0.598, -0.797], [-0.406, 0.237, 0.759], [-1.098, -0.185, 0.451], [0.588, 0.857, 0.179], [-0.955, 1.843, -0.638], [-0.455, 0.074, 0.641], [-0.382, -1.150, -0.459], [1.376, 1.596, -0.622], [2.518, 0.298, 0.199], [2.546, -0.748, 9.843], [0.303, 0.535, -1.750], [-2.854, 1.022, -10.450], [-1.722, -0.195, -0.496], [0.051, -0.291, 0.384], [-0.225, 0.657, 0.364], [0.965, -0.300, 0.955], [-1.452, -0.925, 0.538], [-0.710, -0.185, 0.060], [-0.284, 0.049, 1.136], [1.300, -0.274, -0.612], [1.341, -0.251, 0.179], [-5.787, -3.889, 3.046], [-0.002, -0.540, -0.947], [5.899, 4.424, -2.699], [-1.021, 0.335, 0.108], [1.308, -0.636, -0.526], [-1.340, 0.765, -0.115], [-0.051, -0.481, -0.115], [0.103, 0.318, 0.515], [-1.036, 0.172, 0.684], [0.156, -0.392, -0.354], [0.495, -0.133, -0.350], [-0.483, 1.130, 0.050], [1.483, 8.353, -2.969], [0.387, 0.599, 1.438], [1.319, -7.798, 3.203], [0.048, -0.129, 0.328], [0.191, -0.329, -0.359], [-0.304, -0.230, -0.089], [-1.690, 0.862, -0.472], [-0.202, 0.858, -0.679], [-0.127, -0.790, -1.077], [-1.167, -0.123, -0.039], [0.287, -1.972, 0.218], [1.779, 2.947, -0.064], [-4.364, 3.128, -7.296], [-0.166, 0.912, -0.632], [0.731, -5.582, 7.393], [-0.277, -0.176, -0.053], [0.583, -1.692, 1.400], [-1.637, 0.287, -0.329], [1.650, 0.944, -1.116], [0.269, -0.857, 0.296], [-0.396, 0.778, -1.065], [-0.001, -0.081, 0.687], [0.653, -0.090, 0.123]], "lowdin_charge": [0.15, -0.59, 0.19, -0.10, 0.09, 0.09, 0.16, 0.02, 0.17, -0.62, 0.16, -0.12, 0.10, 0.06, 0.10, 0.08, -0.02, -0.62, -0.07, 0.00, 0.09, 0.09, 0.06, 0.15, 0.09, 0.12, 0.06, 0.12, -0.05, -0.65, -0.05, 0.00, 0.03, 0.09, 0.08, 0.16, 0.06, 0.09, 0.07, 0.16, -0.02, -0.61, -0.02, -0.02, 0.03, 0.07, 0.09, 0.11, 0.09, 0.07, 0.04, 0.07, -0.02, -0.61, -0.03, 0.00, 0.08, 0.07, 0.04, 0.12, 0.06, 0.11, 0.06, 0.05, -0.03, -0.59, 0.00, -0.02, 0.10, 0.08, 0.06, 0.11, 0.07, 0.07, 0.10, 0.14, -0.05, -0.61, -0.02, -0.08, 0.08, 0.14, 0.08, 0.18, 0.06, 0.07, 0.09, 0.15], "total_energy_ha": -1616.2656, "total_charge": 0, "lumo_energy_ev": -0.103, "homo_lumo_gap_ha": 0.3235, "multiplicity": 1, "homo_ev": -8.906}

***

2.
{"formula": "C2H8NO", "method": "the ωB97M-V functional and the def2-TZVPD basis", "elements": ["N", "H", "H", "H", "H", "C", "C", "O", "H", "H", "H", "H"], "positions_angstrom": [[-0.47646, -2.10390, 0.21398], [-0.24713, -1.10907, 0.18182], [0.39416, -2.75405, 0.57018], [-0.79318, -2.42035, -0.77664], [-1.29777, -2.25708, 0.95408], [-0.94112, 1.52702, 0.10493], [0.18760, 0.96975, -0.47973], [1.28193, 0.37698, 0.14153], [-1.73117, 1.76098, -0.57986], [-1.07646, 1.74714, 1.11345], [0.33982, 0.90226, -1.53633], [2.01270, 0.86104, -0.30792]], "forces_ev_per_a": [[-0.446, -3.429, 1.174], [0.345, 0.299, 0.101], [-2.560, 2.238, -1.252], [0.614, 0.540, 2.183], [2.074, 0.404, -2.144], [3.047, -1.959, -2.807], [-2.425, 0.854, 1.479], [0.160, 1.441, -0.140], [-0.207, 0.338, -0.217], [0.004, 0.015, 1.626], [-0.624, 0.213, -0.755], [0.017, -0.954, 0.751]], "lowdin_charge": [0.24, 0.05, 0.23, 0.19, 0.21, 0.08, -0.27, -0.06, 0.06, 0.05, 0.11, 0.13], "total_energy_ha": -210.6824, "total_charge": 1, "lumo_energy_ev": -4.278, "homo_lumo_gap_ha": 0.3427, "multiplicity": 1, "homo_ev": -13.603}

***

3.
{"formula": "C6H6O2", "method": "the ωB97M-V functional and the def2-TZVPD basis", "elements": ["C", "C", "O", "C", "C", "C", "C", "O", "H", "H", "H", "H", "H", "H"], "positions_angstrom": [[-1.92400, -0.09513, -0.28769], [-0.48565, -0.18228, 0.22581], [-0.06184, -1.20561, 1.23111], [0.59580, -1.15932, 0.00462], [1.82783, -0.35436, -0.05137], [1.56625, 0.98327, 0.08091], [0.14264, 1.16440, 0.35045], [-0.28641, 2.25019, 0.53043], [-2.26197, -1.12718, -0.64885], [-2.29338, 0.66684, -1.02222], [-2.48585, 0.10165, 0.79747], [0.52129, -2.05325, -0.71292], [2.80528, -0.79536, -0.34455], [2.34002, 1.80616, -0.15319]], "forces_ev_per_a": [[-1.941, -1.950, 3.004], [-1.231, -0.776, -0.691], [-1.086, 1.045, 0.110], [-0.708, -0.796, -2.111], [1.573, 1.703, -0.620], [3.111, -1.528, -1.220], [2.613, -0.352, 0.022], [-2.296, 1.665, 0.489], [0.359, 1.426, 0.550], [1.171, -0.456, 0.822], [0.848, -0.390, -3.020], [-0.101, 1.294, 1.275], [-0.756, 0.432, 0.476], [-1.556, -1.318, 0.914]], "lowdin_charge": [0.00, -0.35, 0.06, -0.28, 0.01, 0.02, -0.39, 0.14, 0.09, 0.09, 0.15, 0.18, 0.12, 0.15], "total_energy_ha": -382.6005, "total_charge": 0, "lumo_energy_ev": -0.065, "homo_lumo_gap_ha": 0.3561, "multiplicity": 1, "homo_ev": -9.755}

***

Question: Look up the multiplicity of the third one.
Answer: 1

***

Question: Which formula does entry 1 have?
Answer: C20H56N4O8